(1)
One molecule with the formula C7H16NPS2 at a distorted geometry, computed with ωB97M-V/def2-TZVPD.

Positions of all 27 atoms, in Å:
C  -2.540  0.625  -1.031
C  -1.548  0.851  0.110
N  -0.578  -0.215  0.142
C  -1.005  -1.491  0.644
C  -1.665  -1.514  2.025
P  1.148  0.426  1.001
C  2.131  0.199  -0.367
S  3.840  0.615  -0.319
C  4.005  1.280  1.357
S  1.482  -0.454  -1.849
C  2.954  -0.466  -2.927
H  -3.165  1.506  -1.157
H  -1.994  0.439  -1.953
H  -3.181  -0.230  -0.830
H  -1.000  1.779  -0.085
H  -2.093  0.975  1.058
H  -0.124  -2.140  0.650
H  -1.707  -1.899  -0.094
H  -1.042  -0.993  2.750
H  -2.641  -1.039  1.996
H  -1.798  -2.544  2.351
H  3.375  2.162  1.461
H  5.052  1.547  1.483
H  3.718  0.522  2.082
H  3.311  0.548  -3.083
H  2.623  -0.895  -3.869
H  3.735  -1.082  -2.488

Gap between HOMO and LUMO in Ha: 0.30185
Energy relative to the best compared isomer or geometry (same formula, charge and spin) in kJ/mol: 0.00
SMILES: CCN(CC)P=C(SC)SC

***

(2)
C10H14N7OOsS6SbSe4 as an isolated structure at a distorted geometry, computed with ωB97M-V/def2-TZVPD.

Positions of all 44 atoms, in Å:
Os  -1.019  -0.364  -0.075
Se  -8.407  2.128  -0.073
Sb  -6.264  3.067  0.379
Se  -3.241  0.504  -1.002
Se  -3.079  0.172  1.311
Se  -5.775  4.796  -1.251
N  -2.153  5.662  -0.739
C  -1.916  4.332  -0.634
N  -2.934  3.542  -0.305
N  -0.660  3.932  -0.854
C  -0.492  2.643  -0.829
N  -0.416  1.494  -0.736
H  -2.990  6.026  -0.318
H  -1.338  6.250  -0.761
H  -3.908  3.862  -0.291
H  -2.824  2.528  -0.370
C  -2.316  -4.692  4.322
C  -1.171  -4.743  3.309
C  -1.496  -3.996  2.057
N  -1.073  -2.814  1.804
N  -1.560  -2.312  0.634
C  -2.365  -3.126  -0.006
N  -2.964  -2.862  -1.185
S  -2.559  -4.629  0.826
H  -2.047  -5.227  5.233
H  -3.222  -5.145  3.917
H  -2.545  -3.659  4.581
H  -0.925  -5.779  3.066
H  -0.275  -4.279  3.721
H  -2.908  -1.878  -1.464
H  -3.876  -3.266  -1.323
C  6.293  0.444  0.465
S  6.498  1.996  -0.443
C  6.585  1.400  -2.082
C  5.557  0.810  -2.768
S  3.969  0.453  -2.290
S  6.050  0.328  -4.402
C  7.695  0.829  -4.387
S  8.734  0.685  -5.685
S  8.131  1.525  -2.891
H  6.148  0.701  1.514
H  7.178  -0.183  0.360
H  5.409  -0.068  0.087
O  0.474  -1.085  -0.423

Gap between HOMO and LUMO in Ha: 0.19203
Net charge: -2
Energy relative to the best compared isomer or geometry (same formula, charge and spin) in kJ/mol: 80.70

***

(3)
C15H23NO4S as an isolated structure at a distorted geometry, computed with ωB97M-V/def2-TZVPD.

Positions of all 44 atoms, in Å:
C  -0.561  -5.672  1.996
C  -1.259  -4.458  1.759
H  -1.363  -4.022  2.760
H  -2.197  -4.508  1.173
O  -0.455  -3.547  0.762
C  -0.829  -2.162  0.621
C  -0.007  -1.333  -0.082
C  -0.095  -0.240  -0.640
C  -1.304  0.386  -0.265
C  -2.302  -0.401  0.585
C  -1.767  -1.622  1.093
H  -2.516  -2.145  1.540
H  -3.313  0.047  0.734
O  -1.628  1.659  -0.417
C  -2.275  1.856  -1.879
C  -3.739  1.360  -1.798
H  -4.301  1.522  -2.842
H  -3.672  0.232  -1.782
H  -4.246  1.457  -1.051
H  -2.386  3.043  -1.710
H  -1.606  1.550  -2.651
S  1.190  0.807  -1.320
O  0.628  1.503  -2.370
O  2.060  -0.234  -1.732
N  2.172  1.520  -0.536
C  1.349  2.802  0.026
C  0.513  2.828  1.297
C  1.786  2.155  2.458
C  2.072  0.973  1.986
C  2.727  1.002  0.619
H  3.197  -0.007  0.156
H  3.729  1.605  0.540
H  1.291  0.147  1.890
H  2.734  0.458  2.560
H  1.094  2.175  3.338
H  2.657  2.834  2.656
H  -0.155  2.106  1.176
H  0.297  3.915  1.909
H  0.666  3.172  -0.742
H  2.259  3.761  0.123
H  0.932  -1.928  -0.323
H  0.445  -5.311  2.624
H  -0.337  -6.000  0.920
H  -1.270  -6.249  2.436

Gap between HOMO and LUMO in Ha: 0.32669
Energy relative to the best compared isomer or geometry (same formula, charge and spin) in kJ/mol: 1552.54

***

(4)
A 2-piece molecular cluster, C7H12Si overall at a distorted geometry, computed with ωB97M-V/def2-TZVPD.

Positions of all 20 atoms, in Å:
C  1.135  0.023  1.861
C  0.585  -0.993  2.491
C  0.440  0.327  0.666
C  -0.655  -0.496  0.605
C  -0.672  -1.483  1.788
C  1.568  0.527  -1.535
C  0.799  1.310  -0.392
Si  -2.458  0.100  -2.071
H  2.057  0.465  2.266
H  0.748  -1.257  3.506
H  -0.340  -2.489  1.629
H  -1.352  -1.559  2.509
H  0.796  -0.114  -1.878
H  2.437  -0.008  -1.214
H  1.842  1.156  -2.413
H  -0.187  1.811  -0.641
H  1.526  2.166  -0.023
H  -2.580  1.513  -1.885
H  -3.750  -0.774  -1.851
H  -1.939  -0.224  -3.418

Gap between HOMO and LUMO (alpha / beta) in Ha: 0.27519 / 0.28091
Energy relative to the best compared isomer or geometry (same formula, charge and spin) in kJ/mol: 565.32

***

(5)
A 2-piece molecular cluster, C10H21ClSi overall at a distorted geometry, computed with ωB97M-V/def2-TZVPD.

Positions of all 33 atoms, in Å:
C  -2.110  0.746  -1.042
C  -0.834  0.891  -0.824
C  0.227  -2.379  2.800
C  -0.646  -2.461  0.475
C  -1.930  -1.113  2.298
C  1.800  0.148  -2.192
C  1.533  2.637  -0.248
C  0.348  2.648  -3.203
C  0.304  -0.419  1.308
C  -0.541  -1.583  1.692
Si  0.768  1.598  -1.595
Cl  0.134  0.818  2.443
H  -2.549  1.270  -1.928
H  -2.907  0.259  -0.393
H  1.336  -2.549  2.555
H  -0.197  -3.429  2.812
H  -0.099  -2.014  3.815
H  -1.517  -3.084  0.666
H  0.169  -3.112  0.248
H  -0.619  -1.892  -0.482
H  -2.414  -1.964  2.685
H  -2.540  -0.636  1.481
H  -1.765  -0.543  3.099
H  1.433  -0.896  -2.516
H  2.603  0.538  -2.878
H  2.484  -0.106  -1.338
H  0.873  3.455  0.214
H  1.847  1.943  0.483
H  2.445  3.219  -0.474
H  1.312  3.091  -3.439
H  0.157  1.911  -4.048
H  -0.435  3.491  -3.296
H  1.331  -0.484  0.820

Gap between HOMO and LUMO (alpha / beta) in Ha: 0.30564 / 0.29657
Energy relative to the best compared isomer or geometry (same formula, charge and spin) in kJ/mol: 606.00

***

(6)
C33H37BF3N9O2SV as an isolated structure at a distorted geometry, computed with ωB97M-V/def2-TZVPD.

Positions of all 87 atoms, in Å:
V  -0.953  -0.017  0.572
C  -4.798  -1.797  0.237
C  -3.638  -1.163  0.972
O  -2.979  -0.309  0.277
C  -3.401  -1.520  2.297
C  -2.402  -0.906  3.100
C  -2.482  -0.989  4.601
N  -1.467  -0.216  2.513
N  -0.749  0.666  3.358
C  -0.402  1.682  2.635
O  -0.715  1.865  1.388
C  0.419  2.747  3.297
C  0.786  3.877  2.581
C  1.579  4.854  3.173
C  2.011  4.702  4.482
C  1.650  3.566  5.201
C  0.861  2.592  4.610
H  -4.404  -2.465  -0.535
H  -5.459  -2.363  0.895
H  -5.365  -1.013  -0.271
H  -4.089  -2.213  2.766
H  -3.302  -1.644  4.897
H  -1.537  -1.370  4.993
H  -2.626  -0.004  5.045
H  0.451  3.958  1.555
H  1.870  5.729  2.602
H  2.638  5.460  4.939
H  2.000  3.427  6.217
H  0.595  1.686  5.135
C  3.851  -2.484  -0.874
C  3.051  -1.717  -1.879
C  3.475  -0.985  -3.009
C  2.308  -0.510  -3.572
C  2.155  0.323  -4.797
N  1.284  -0.918  -2.789
N  1.742  -1.672  -1.764
B  -0.239  -0.760  -3.024
N  -0.833  0.664  -2.787
N  -1.215  1.070  -1.541
C  -1.894  2.196  -1.698
C  -2.557  2.927  -0.577
C  -1.970  2.532  -3.057
C  -1.301  1.525  -3.714
C  -1.198  1.345  -5.194
N  -0.980  -1.775  -2.159
N  -0.809  -1.842  -0.798
C  -1.276  -3.021  -0.429
C  -1.167  -3.519  0.972
C  -1.765  -3.737  -1.536
C  -1.546  -2.915  -2.612
C  -1.878  -3.165  -4.047
H  4.763  -1.949  -0.602
H  4.145  -3.465  -1.256
H  3.260  -2.638  0.027
H  4.478  -0.820  -3.370
H  3.071  0.261  -5.390
H  1.988  1.376  -4.557
H  1.323  -0.012  -5.416
H  -0.439  -0.998  -4.189
H  -2.488  2.378  0.356
H  -3.608  3.087  -0.829
H  -2.094  3.905  -0.419
H  -2.486  3.366  -3.503
H  -1.806  2.115  -5.672
H  -1.571  0.370  -5.508
H  -0.181  1.440  -5.573
H  -0.744  -2.755  1.624
H  -0.498  -4.383  0.995
H  -2.141  -3.822  1.360
H  -2.225  -4.712  -1.539
H  -2.564  -4.013  -4.108
H  -0.993  -3.398  -4.641
H  -2.357  -2.300  -4.503
F  3.413  -0.183  4.510
C  4.035  -0.280  3.327
F  4.552  -1.518  3.246
F  5.128  0.532  3.448
C  3.176  0.114  2.150
C  3.624  1.121  1.331
C  2.875  1.491  0.222
C  1.656  0.874  0.056
N  1.160  -0.060  0.877
C  1.940  -0.561  1.882
S  1.467  -1.947  2.743
H  4.565  1.609  1.541
H  3.208  2.240  -0.482
H  1.032  1.143  -0.789

Gap between HOMO and LUMO (alpha / beta) in Ha: 0.16064 / 0.13441
Net charge: -2
Energy relative to the best compared isomer or geometry (same formula, charge and spin) in kJ/mol: 49.09
Multiplicity: 2

***

(7)
A 2-piece molecular cluster, C4H9FNOP overall at a distorted geometry, computed with ωB97M-V/def2-TZVPD.

Positions of all 17 atoms, in Å:
C  1.703  0.025  -0.071
C  2.176  -0.836  1.053
C  -0.146  1.485  -0.646
C  -2.836  0.061  -0.367
N  0.687  0.977  0.272
O  2.060  -0.033  -1.231
F  -2.781  0.670  0.822
P  -1.739  -1.149  -1.028
H  1.971  -0.381  2.064
H  1.697  -1.767  0.885
H  3.243  -1.091  0.845
H  -0.549  2.427  -0.487
H  0.217  1.367  -1.685
H  -3.667  0.353  -0.997
H  0.315  1.130  1.194
H  -1.680  -2.391  -0.307
H  -0.670  -0.846  -0.317

Gap between HOMO and LUMO (alpha / beta) in Ha: 0.31773 / 0.25935
Energy relative to the best compared isomer or geometry (same formula, charge and spin) in kJ/mol: 309.83

***

(8)
One molecule with the formula C5H10 at a distorted geometry, computed with ωB97M-V/def2-TZVPD.

Positions of all 15 atoms, in Å:
C  1.327  -0.760  1.473
C  1.059  0.115  0.134
C  -0.106  0.309  -0.438
C  -1.349  -0.587  0.064
C  -0.428  1.178  -1.538
H  1.900  -1.729  1.197
H  1.765  -0.093  2.108
H  0.257  -0.986  1.984
H  2.028  0.556  -0.266
H  -2.129  -0.846  -0.833
H  -0.807  -1.586  0.576
H  -1.868  -0.020  0.978
H  -1.519  1.009  -1.851
H  -0.463  2.241  -1.177
H  0.332  1.198  -2.411

Gap between HOMO and LUMO in Ha: 0.36717
Energy relative to the best compared isomer or geometry (same formula, charge and spin) in kJ/mol: 249.63
SMILES: CC=C(C)C